[1]
The following is a DFT calculation (ωB97M-V/def2-TZVPD) of a gas-phase ion, C28H56N2OP (charge +1).

frontier orbital gap: 9.70 eV
net charge: +1
structure (SMILES): C#CC[C@]1(OC[C@H](C)CC(C)C)CC[N@+](CCCN)(P(C)CC)[C@H]1CCCCCCCC

```
88
Properties=species:S:1:pos:R:3:mulliken_charge:R:1
C -2.53 -4.89 2.74 -0.62
C -2.33 -3.48 2.65 -0.34
C -1.71 -1.97 2.63 -0.20
C -0.95 -1.54 1.24 0.30
O -1.66 -0.70 0.25 -0.23
C -2.86 -1.34 -0.29 -0.84
C -2.70 -1.89 -1.84 1.35
C -1.77 -0.95 -2.81 -0.44
C -4.22 -1.89 -2.51 -0.98
C -4.39 -2.91 -3.79 0.34
C -3.87 -4.45 -3.51 -1.11
C -3.73 -2.37 -5.19 -1.02
C -0.52 -3.01 0.57 -1.08
C 0.75 -2.44 -0.37 -0.72
N 1.45 -1.25 0.32 1.70
C 1.82 -0.19 -0.64 -0.74
C 1.00 1.21 -0.63 1.02
C 0.61 1.79 -2.15 -0.63
N -0.88 2.14 -2.06 -0.47
P 3.02 -2.07 0.76 -0.09
C 3.97 -2.50 -0.89 -0.92
C 4.16 -0.92 1.76 -0.27
C 5.40 -0.25 0.87 -0.95
C 0.62 -1.05 1.56 -1.30
C 0.87 0.21 2.57 -0.34
C -0.42 1.16 2.87 0.18
C 0.12 2.41 3.83 -0.85
C 0.34 3.81 2.99 -0.09
C 1.95 4.07 2.86 -0.31
C 2.21 5.59 2.27 -0.75
C 1.89 5.49 0.64 0.32
C 0.40 6.10 0.32 -0.92
H -2.89 -5.99 2.43 0.32
H -2.60 -1.19 2.79 0.35
H -0.93 -1.76 3.51 0.37
H -3.27 -2.25 0.33 0.29
H -3.75 -0.55 -0.32 0.28
H -2.23 -2.96 -1.82 -0.18
H -0.83 -0.58 -2.22 -0.49
H -1.37 -1.65 -3.68 0.13
H -2.35 -0.07 -3.34 0.30
H -5.03 -2.15 -1.70 0.33
H -4.44 -0.79 -2.91 0.33
H -5.56 -2.99 -3.98 0.32
H -4.41 -4.87 -2.54 0.28
H -2.70 -4.43 -3.37 0.20
H -4.11 -5.18 -4.42 0.35
H -4.43 -2.58 -6.14 0.32
H -2.65 -2.82 -5.42 0.22
H -3.56 -1.19 -5.14 0.23
H 0.08 -3.75 1.27 0.52
H -1.34 -3.65 0.05 0.39
H 0.30 -2.28 -1.44 0.25
H 1.38 -3.45 -0.47 0.42
H 2.98 0.09 -0.56 -0.23
H 1.72 -0.65 -1.74 0.49
H 0.05 1.25 0.03 -0.58
H 1.74 2.04 -0.19 -0.21
H 1.17 2.84 -2.31 0.30
H 0.88 1.05 -3.01 0.34
H -1.25 2.45 -2.99 0.27
H -0.94 2.91 -1.34 0.15
H 5.01 -3.00 -0.66 0.42
H 4.04 -1.58 -1.61 0.25
H 3.33 -3.32 -1.45 0.33
H 4.71 -1.60 2.57 0.40
H 3.63 -0.07 2.35 0.20
H 6.05 -1.08 0.33 0.25
H 6.17 0.35 1.56 0.36
H 5.03 0.53 0.07 0.25
H 0.98 -1.97 2.24 0.74
H 1.32 -0.13 3.60 0.42
H 1.70 0.90 2.06 -0.56
H -0.92 1.67 1.94 0.00
H -1.27 0.64 3.52 0.31
H -0.70 2.67 4.66 0.35
H 1.09 2.11 4.45 0.32
H -0.20 3.84 1.95 -0.09
H -0.10 4.72 3.62 0.37
H 2.43 4.00 3.94 0.37
H 2.44 3.24 2.17 -0.07
H 1.39 6.30 2.72 0.33
H 3.32 5.93 2.50 0.31
H 2.78 6.03 0.10 0.36
H 1.93 4.36 0.32 -0.43
H -0.05 5.48 -0.58 0.18
H -0.34 5.97 1.23 0.27
H 0.50 7.24 0.04 0.32
```

[2]
The following is a DFT calculation (ωB97M-V/def2-TZVPD) of 2 unconnected molecules or ions with the total composition C4H6BNO4.

frontier orbital gap: 10.51 eV
energy above the lowest of the compared OMol25 structures with the same formula, charge and spin: 236.2 kJ/mol

```
16
Properties=species:S:1:pos:R:3:mulliken_charge:R:1
B -0.31 -2.27 0.52 -0.15
C -0.52 -1.89 -0.83 0.57
C -0.17 1.51 0.09 0.59
C 2.16 1.50 -0.52 -0.66
C -1.31 0.58 0.20 -0.09
N -2.39 0.45 0.62 0.65
O -1.01 -1.69 -1.85 -0.32
O -0.12 2.62 0.57 -0.54
O -3.42 -0.04 0.91 -0.63
O 0.87 0.86 -0.47 -0.22
H 0.39 -3.23 0.87 -0.04
H -1.51 -2.47 0.49 0.05
H 2.46 1.69 0.52 0.30
H 2.16 2.61 -0.90 0.26
H 2.71 0.97 -1.25 0.29
H -0.02 -1.18 1.03 -0.05
```

[3]
The following is a DFT calculation (ωB97M-V/def2-TZVPD) of a molecular structure, C19H28CoNPSe.

multiplicity: 4
frontier orbital gap (alpha / beta): 4.93 / 7.86 eV
energy above the lowest of the compared OMol25 structures with the same formula, charge and spin: 0.0 kJ/mol
expectation value of S²: 3.77

```
51
Properties=species:S:1:pos:R:3:mulliken_spin:R:1
C 0.62 -4.31 -0.38 0.00
C 1.66 -3.52 -0.82 0.00
C 1.50 -2.15 -1.02 -0.06
C 0.31 -1.55 -0.61 -0.05
C -0.72 -2.32 -0.04 0.09
C -0.56 -3.71 0.06 0.00
C 2.64 -1.42 -1.62 0.03
C 2.38 -0.06 -2.25 -0.02
N 0.94 0.27 -2.54 0.06
Co -0.13 0.38 -0.87 2.47
C -1.99 -1.67 0.45 0.01
P -2.17 0.06 -0.28 -0.02
H 2.60 -3.97 -1.11 0.00
H -1.39 -4.28 0.47 0.00
H 0.69 -5.40 -0.36 0.00
H -2.05 -1.59 1.56 0.00
H -2.88 -2.23 0.13 0.00
H 3.43 -1.27 -0.87 0.00
H 3.13 -2.02 -2.40 0.00
H 2.79 0.73 -1.61 0.00
C -2.98 0.88 1.12 0.06
C -3.43 -0.16 -1.60 0.02
H 2.93 0.00 -3.20 0.00
C 0.33 -0.72 -3.48 -0.09
C 0.91 1.64 -3.13 -0.01
H 0.70 -0.63 2.53 0.01
H 0.55 -0.52 -4.53 -0.01
H 0.67 -1.71 -3.21 0.01
H -0.75 -0.72 -3.36 0.05
H 0.85 1.60 -4.22 0.00
H 0.04 2.19 -2.77 0.04
H 1.80 2.19 -2.79 0.00
H -4.43 -0.34 -1.17 0.00
H -3.43 0.75 -2.22 -0.02
H -3.14 -1.01 -2.24 0.02
H -3.96 0.42 1.28 0.00
H -2.38 0.77 2.03 -0.02
H -3.06 1.94 0.86 0.01
H -1.26 0.73 -1.87 0.35
Se 0.95 0.40 1.47 0.04
C 0.99 1.85 2.84 0.02
C 1.09 3.23 2.58 0.01
C 0.83 4.15 3.62 0.00
C 0.56 3.72 4.93 0.00
C 0.55 2.34 5.18 0.00
C 0.81 1.42 4.16 0.00
H 1.28 3.60 1.57 0.00
H 0.80 5.22 3.41 0.00
H 0.33 4.43 5.72 0.00
H 0.29 1.98 6.18 0.00
H 0.76 0.36 4.40 0.00
```

[4]
The following is a DFT calculation (ωB97M-V/def2-TZVPD) of a gas-phase ion, C4H8N2O2 (charge +1).

multiplicity: 2
frontier orbital gap (alpha / beta): 10.38 / 6.05 eV
net charge: +1
energy above the lowest of the compared OMol25 structures with the same formula, charge and spin: 161.7 kJ/mol
expectation value of S²: 0.76

```
16
Properties=species:S:1:pos:R:3:mulliken_spin:R:1
O -0.88 -0.91 -1.14 0.72
C -0.08 -0.18 -0.49 -0.05
N -0.34 0.03 0.92 0.11
C -1.30 -0.95 1.52 -0.02
N -1.93 -0.31 2.64 0.02
O -1.62 -1.98 1.03 0.17
C 1.15 0.58 -0.84 0.07
C 1.50 0.51 -2.29 0.00
H 0.45 0.07 1.40 -0.01
H -2.20 0.71 2.74 0.00
H -2.78 -0.82 3.01 0.00
H 1.22 1.51 -0.28 0.00
H 2.05 0.11 -0.25 -0.01
H 0.49 0.42 -2.76 0.00
H 2.03 1.43 -2.66 0.00
H 2.24 -0.23 -2.55 0.00
```

no.,electronic energy (eV),maximum force (Eh/bohr)
1,-44237.64156,0.1908
2,-14596.65430,0.0995
3,-133904.46015,0.0475
4,-11342.70783,0.1357